Below is a 2-piece molecular cluster, C10H10N overall at a distorted geometry, with properties calculated with ωB97M-V/def2-TZVPD.

The LUMO energy is -5.154 eV. The charge is +1. The value obtained for the frontier orbital gap is 8.500 eV. The calculation puts the energy relative to the best compared isomer or geometry (same formula, charge and spin) at 150.3 kcal per mole. As for the calculated total energy: -12009.966 eV. As for the maximum force: 4.1 eV/Å.

CARTESIAN COORDINATES (ANGSTROEM)
C: 3.63475 -1.02041 0.76166
H: -2.25968 -2.53162 -0.53150
H: -0.06505 -1.66716 -0.74020
H: 3.44152 -1.97631 -1.19140
H: 3.77823 -0.87850 1.79135
H: -3.92323 0.95276 0.68197
C: -1.86883 1.05695 0.25136
C: -0.79998 -1.00143 -0.39738
H: -1.98320 2.15094 0.47010
C: -3.10527 0.41849 0.42849
H: 2.49163 0.15098 -0.00679
C: -2.02013 -1.58634 -0.30738
C: 1.40678 2.25333 -0.23480
C: 0.57479 1.01131 -0.15249
H: 1.33154 2.81325 -1.09779
C: 3.55666 -1.73699 -0.17637
H: 1.79842 2.84421 0.69966
C: -0.65367 0.35239 -0.02897
H: -3.98476 -1.57927 0.07358
N: 1.84645 0.87285 -0.42603
C: -3.19697 -0.89942 0.13295